{
  "formula": "C15H13Cl29NOPSi",
  "method": "wB97M-V/def2-TZVPD",
  "symbols": ["C", "Cl", "H", "C", "H", "Cl", "Cl", "C", "C", "H", "Cl", "Cl", "Cl", "Cl", "H", "N", "C", "Si", "C", "C", "Cl", "C", "Cl", "Cl", "Cl", "H", "C", "Cl", "C", "Cl", "Cl", "Cl", "P", "H", "C", "Cl", "H", "Cl", "C", "H", "H", "Cl", "Cl", "Cl", "Cl", "H", "Cl", "H", "Cl", "Cl", "C", "Cl", "O", "C", "C", "Cl", "Cl", "Cl", "H", "H", "Cl"],
  "xyz": [[4.7748, -0.4839, -1.1640], [-4.1572, 5.3805, -0.7232], [-1.3106, -1.5693, -1.3859], [9.8141, -4.2073, 1.5807], [0.2030, 2.9039, 1.3767], [-3.0637, -2.2258, -4.4165], [5.8591, -3.7083, 3.4032], [4.4247, -2.0371, -0.6476], [3.3869, 0.4203, -1.2823], [-3.4971, -2.1063, -0.2926], [0.0306, 8.8640, -0.4784], [-7.7471, 1.3932, 2.1423], [-4.9927, -3.4280, -6.2328], [0.2002, -2.5644, 1.8632], [5.2893, -2.8396, -0.4676], [1.6339, -1.4984, -0.5459], [-4.8859, 6.9811, -1.0086], [0.3834, 1.1285, -1.0946], [-1.1611, 0.3527, -0.1605], [-1.9531, -0.5711, -1.2589], [10.5428, -5.8079, 1.8661], [-4.3119, -3.4857, -4.5873], [-4.3859, 0.1489, 0.2488], [1.3827, 6.3230, -0.9033], [3.2632, -4.8893, 3.9793], [-1.7881, 1.2935, 0.1970], [-0.3860, -3.1536, 3.4392], [3.4881, -2.7621, 2.0071], [2.8448, -2.3571, -0.4174], [-0.9375, 7.0233, -2.5131], [-6.7665, -1.2774, 2.7519], [-1.4545, -1.9298, 4.1707], [0.9575, 2.9134, 0.1322], [-4.0849, -1.1628, -1.8227], [-8.1821, -0.3327, 2.2246], [3.8459, -2.1695, 4.8331], [-0.8347, -0.2329, 0.8096], [1.0022, -3.4501, 4.5161], [0.5141, 7.6596, -1.6992], [5.8560, -0.0895, -1.3711], [0.0040, 1.4788, -2.4604], [-8.7029, -0.8914, 0.6149], [8.5179, -3.9243, 2.7699], [-9.5119, -0.5550, 3.3894], [11.0623, -2.9474, 1.7515], [2.6221, -3.4846, -0.0860], [-1.2918, -4.6702, 3.2067], [3.5120, 1.5504, -1.6311], [1.5805, 8.4283, -2.9019], [-3.5832, -5.0863, -4.3019], [-3.4568, -1.0494, -0.8143], [-5.5667, 7.0388, -2.6541], [2.4881, 2.9153, 0.5378], [1.8766, -0.0864, -0.9575], [4.1140, -3.3823, 3.5557], [-3.6377, 8.2411, -0.8378], [9.1333, -4.1496, -0.0648], [-6.1821, 7.2642, 0.1806], [0.7299, 4.0860, -0.6741], [-1.8958, -0.0193, -2.2928], [-5.6081, -3.2026, -3.3981]],
  "atomic_forces_ev_per_a": [[-5.55, -2.49, 1.49], [-0.16, 0.35, -0.07], [-1.39, 2.12, 0.23], [0.11, -0.03, 0.04], [-0.21, 0.27, -1.13], [-0.26, -0.28, -0.04], [-1.17, 0.12, 0.06], [-2.42, 3.97, -1.39], [0.50, -1.96, 0.51], [0.34, 2.40, -0.84], [0.11, -0.29, -0.28], [-0.10, -0.42, 0.01], [0.18, 0.00, 0.43], [-0.35, -0.17, 0.41], [-2.34, 1.91, -0.38], [5.39, 1.68, -0.94], [-0.01, 0.08, 0.03], [-0.61, -2.20, 1.59], [-0.33, 0.27, 0.01], [0.76, -0.65, 0.85], [-0.19, 0.40, -0.08], [-0.04, -0.07, -0.04], [0.81, -0.85, -0.82], [-0.05, 0.70, -0.21], [1.58, -0.54, -0.29], [0.93, -2.05, -0.79], [-0.02, 0.12, 0.11], [0.82, -0.36, 1.68], [0.77, 1.26, -1.29], [0.47, 0.08, 0.13], [-0.38, 0.24, -0.12], [0.13, -0.21, -0.19], [4.65, 0.68, 1.59], [1.26, 0.31, 2.38], [0.08, -0.03, 0.01], [0.37, -0.15, -0.18], [-0.70, 1.11, -2.05], [-1.90, 0.68, -0.23], [0.00, 0.03, -0.07], [-2.45, -0.78, 0.43], [0.11, 0.18, -0.30], [0.13, 0.14, 0.38], [1.12, -0.10, -0.46], [0.30, 0.06, -0.28], [-0.33, -0.32, -0.05], [0.27, 2.87, -1.14], [0.18, 0.30, 0.05], [-0.29, -2.68, 0.97], [-0.27, -0.20, 0.31], [-0.18, 0.42, -0.06], [-0.16, -0.97, -1.95], [0.18, -0.02, 0.39], [-3.37, -0.06, -1.11], [4.93, -2.71, -0.06], [-0.17, 0.09, 0.26], [-0.43, -0.28, 0.03], [0.14, -0.01, 0.38], [0.32, -0.09, -0.30], [-0.77, -0.73, 0.70], [-0.67, -1.05, 1.97], [0.30, -0.06, -0.27]]
}

{
  "formula": "C15H13ClN2S",
  "method": "wB97M-V/def2-TZVPD",
  "symbols": ["N", "H", "C", "C", "C", "C", "H", "C", "H", "C", "H", "C", "H", "H", "C", "H", "C", "H", "C", "H", "H", "H", "H", "H", "C", "S", "C", "N", "Cl", "C", "C", "C"],
  "xyz": [[-0.6308, -1.4879, 1.2778], [3.5230, -1.3741, 1.6565], [2.4513, -1.1832, 1.6401], [0.1873, -1.7576, 0.3022], [-2.8383, -0.3048, 1.2592], [2.1083, 0.1596, 1.0954], [0.4853, -0.4799, -2.6649], [-2.3667, -0.1146, -1.5424], [2.7980, 2.2232, -1.5075], [-3.5027, 0.4099, -0.9604], [0.5958, 0.5221, 2.5546], [-1.4600, -0.7369, -0.6992], [-4.2335, 0.9064, -1.5815], [-3.0141, -0.3812, 2.3200], [2.3091, 1.8608, -0.6167], [0.9469, 3.4995, -0.4847], [-3.7334, 0.3151, 0.4141], [-4.6393, 0.7407, 0.8197], [0.6639, 2.0964, 1.1100], [-0.1455, 2.6466, 1.5643], [-2.1917, -0.0410, -2.6051], [-0.0975, -2.1523, -2.8383], [1.4382, -1.8307, -2.0039], [2.0143, -1.3423, 2.6236], [2.7156, 0.6625, -0.0539], [1.7657, -2.4794, 0.5161], [0.4302, -1.4571, -2.1811], [-0.2465, -1.3369, -0.9237], [3.9963, -0.2215, -0.8172], [1.0821, 0.9035, 1.6699], [-1.6854, -0.8384, 0.6944], [1.2741, 2.5734, -0.0374]],
  "atomic_forces_ev_per_a": [[0.15, -0.35, 0.40], [-0.01, 0.00, 0.06], [-0.24, -0.31, -0.18], [0.17, -0.24, 0.21], [0.07, -0.01, -0.07], [0.18, 0.15, -0.02], [0.04, -0.04, 0.00], [0.04, -0.02, -0.18], [0.06, 0.02, -0.07], [-0.02, 0.04, -0.15], [-0.03, -0.06, 0.05], [-0.36, 0.09, 0.52], [-0.05, 0.04, -0.06], [-0.03, -0.01, 0.14], [0.06, -0.06, -0.07], [-0.02, 0.09, -0.04], [-0.14, 0.06, 0.15], [-0.08, 0.03, 0.04], [-0.03, 0.05, 0.01], [-0.08, 0.06, 0.04], [-0.01, 0.03, -0.12], [0.03, 0.04, 0.00], [-0.07, 0.09, -0.04], [0.09, 0.08, -0.01], [-0.19, 0.16, 0.14], [0.17, -0.16, 0.21], [0.11, -0.01, -0.43], [-0.12, 0.05, 0.30], [0.17, -0.01, -0.10], [0.13, 0.08, -0.01], [0.02, 0.13, -0.73], [-0.02, 0.00, 0.01]]
}

{
  "formula": "C15H13ClN3OReS5Sb",
  "method": "wB97M-V/def2-TZVPD",
  "total_charge": 1,
  "de_lowest_kj_mol": 175.0,
  "symbols": ["H", "Sb", "C", "S", "H", "C", "H", "N", "H", "O", "S", "H", "C", "H", "H", "C", "Re", "Cl", "H", "S", "H", "C", "S", "C", "N", "C", "C", "C", "C", "C", "N", "S", "C", "C", "H", "H", "C", "H", "C", "H"],
  "xyz": [[0.2406, 4.3415, -2.6557], [-2.6187, -2.3894, 0.3390], [0.3489, 2.2576, -2.1842], [0.3611, -0.4326, 2.2716], [0.2670, 2.7886, 3.8414], [3.4705, -4.1267, -0.5967], [0.3414, 1.7143, -6.0300], [0.3721, 1.6578, 0.1911], [2.9232, -1.9729, 1.9492], [0.4879, -0.1080, -1.9398], [-1.9623, -0.0125, -0.0471], [2.7545, 0.6295, -0.7065], [3.0396, -2.3403, 0.9371], [2.8828, -1.2681, -2.2979], [2.7322, 0.3192, 1.0756], [3.0110, -1.9436, -1.4606], [0.2993, -0.5603, -0.1457], [3.8378, -5.7666, -0.8696], [0.4627, -0.2380, -4.4922], [-3.3632, -3.1835, -1.6420], [0.2652, 4.0105, -5.0936], [0.3702, 1.3338, 2.4358], [-0.0878, -2.7342, 0.0935], [0.3536, 1.8667, -4.9595], [0.3632, 1.7980, 3.6873], [0.3301, 2.5184, -0.7651], [0.3005, 3.1554, -4.4335], [3.3382, -3.6573, 0.7178], [2.8685, -1.4453, -0.1455], [0.4277, 0.9593, -2.7341], [0.3764, 2.1551, 1.4437], [-3.0217, -2.5308, 2.5545], [2.5219, -0.0732, 0.0896], [0.4218, 0.7769, -4.1179], [3.4617, -4.3434, 1.5443], [3.4318, -3.6432, -2.6888], [0.2935, 3.3404, -3.0660], [0.2788, 3.5602, -0.4600], [3.3152, -3.2638, -1.6832], [0.3037, 1.1651, 4.4636]],
  "atomic_forces_ev_per_a": [[0.00, -0.01, -0.01], [-0.87, -0.47, -0.06], [0.01, -0.63, -0.33], [0.25, -0.01, -0.51], [0.01, -0.02, 0.02], [-0.11, 0.22, -0.08], [0.01, 0.00, 0.00], [-0.06, -1.11, -0.71], [-0.01, 0.00, -0.02], [0.31, -0.79, 0.37], [1.44, -0.09, -0.16], [-0.09, -0.03, -0.01], [0.17, -0.08, 0.09], [0.02, -0.03, 0.01], [-0.09, 0.03, -0.02], [-0.04, 0.08, -0.04], [-1.05, -0.73, 1.02], [-0.01, -0.01, 0.01], [-0.01, 0.04, -0.07], [0.32, 0.30, 1.00], [-0.03, -0.01, 0.01], [-0.07, -0.53, -0.59], [0.17, 0.88, -0.16], [0.01, 0.20, 0.00], [0.02, 0.04, 0.13], [0.04, 0.26, 0.46], [0.01, -0.07, -0.09], [-0.04, 0.02, 0.18], [-0.51, -0.06, -0.05], [-0.02, 1.25, -0.50], [0.06, 1.04, 0.67], [0.21, 0.08, -1.02], [-0.11, 0.74, -0.09], [0.04, -0.43, 0.47], [0.03, 0.00, -0.02], [0.00, -0.02, 0.02], [-0.02, 0.07, 0.14], [0.03, -0.02, 0.04], [0.00, -0.14, -0.15], [-0.03, 0.03, 0.06]]
}

{
  "formula": "C15H13Co2NO6S2",
  "method": "wB97M-V/def2-TZVPD",
  "symbols": ["H", "O", "H", "N", "C", "C", "O", "C", "H", "C", "C", "C", "Co", "O", "C", "C", "C", "O", "H", "H", "H", "S", "C", "H", "C", "H", "C", "O", "O", "H", "C", "S", "H", "H", "H", "C", "C", "Co", "H"],
  "xyz": [[-1.4293, 2.7665, 1.6424], [6.1289, -6.7500, 4.3793], [-3.2228, 3.3515, 0.0957], [-0.7015, 1.1611, 0.4998], [-1.3966, 0.1025, 1.1990], [4.5078, -4.0679, 0.7929], [6.4812, -2.3135, 3.5394], [-2.7332, 2.3782, -0.0082], [3.4636, -2.3095, 0.1183], [-1.3331, 2.4589, 0.5854], [4.8239, -5.4182, 1.1235], [5.8622, -5.5195, -1.4949], [4.7910, -4.5913, 2.9237], [2.0513, -4.1462, 3.7567], [-2.7993, -0.0465, 0.6226], [3.4332, -3.3585, 0.4541], [-3.5308, 1.2873, 0.6937], [5.4228, -5.8282, -2.5169], [-4.5069, 1.1889, 0.2158], [-1.4935, 0.3461, 2.2729], [-2.6419, 2.1347, -1.0746], [1.3821, -0.4600, 0.3282], [7.3152, -3.5477, -0.0043], [-3.3377, -0.8248, 1.1746], [7.4437, -6.1707, 0.8160], [-3.6743, 1.5639, 1.7457], [3.1598, -4.3305, 3.5103], [8.1222, -6.9332, 1.3674], [7.8868, -2.5354, -0.0282], [4.1750, -6.2970, 0.8996], [0.6166, 1.0244, 0.1204], [1.4554, 2.3109, -0.5786], [-2.7047, -0.3544, -0.4275], [-0.8385, -0.8385, 1.0812], [-0.7208, 3.1863, 0.0374], [5.5809, -5.8766, 3.8641], [5.7922, -3.2251, 3.3590], [6.3250, -4.9856, 0.0993], [2.4867, -3.9609, 0.3970]],
  "atomic_forces_ev_per_a": [[0.27, -0.05, -0.17], [-1.06, 1.96, -0.86], [0.00, -0.10, -0.09], [1.53, -0.14, 0.12], [-0.39, -0.47, 0.03], [2.25, -3.22, -0.26], [-1.68, -2.08, -0.30], [0.12, -0.03, -0.03], [-0.16, -0.57, 0.00], [-0.34, 0.39, -0.27], [-2.88, -0.90, -1.03], [-1.83, -0.66, -2.58], [1.29, 0.05, -2.57], [2.03, -0.13, -0.15], [0.13, 0.03, -0.07], [-0.89, 0.06, -0.31], [-0.25, -0.06, -0.18], [1.23, 0.53, 2.06], [-0.13, 0.05, 0.18], [0.27, -0.05, -0.18], [-0.08, 0.14, 0.10], [0.70, -0.41, -0.11], [2.73, 4.82, -0.78], [0.03, 0.08, -0.13], [2.21, -3.09, 1.64], [-0.11, -0.01, -0.08], [-3.55, -0.46, 0.64], [-1.79, 2.11, -1.54], [-1.61, -3.00, 0.17], [0.57, 0.68, 0.36], [-1.64, 0.71, 0.19], [0.33, -0.46, 0.09], [-0.10, -0.06, 0.16], [-0.14, 0.44, 0.18], [-0.13, -0.21, 0.32], [0.61, -2.31, 0.62], [3.16, 3.96, 0.97], [-1.21, 1.31, 3.26], [0.46, 1.16, 0.61]]
}

E_tot? In order: -14685.35189; -1547.32037; -3588.33816; -4647.21454 a.u..